{"formula": "C5H11NO", "method": "wB97M-V/def2-TZVPD", "symbols": ["C", "N", "C", "C", "C", "C", "H", "H", "H", "H", "H", "H", "H", "H", "H", "O", "H", "H"], "coordinates": [[-2.22614, -0.81747, 0.38565], [-1.05739, -0.68357, 0.79357], [0.14810, -0.97234, 0.17156], [1.09948, -1.64785, 0.82260], [0.36357, -0.47759, -1.22644], [0.70996, 1.00048, -1.30807], [-3.07654, -0.51477, 0.99458], [-2.55078, -1.23469, -0.57805], [2.01644, -1.91973, 0.31948], [0.92842, -2.09740, 1.79125], [1.08564, -1.07373, -1.78430], [-0.51203, -0.58650, -1.88527], [0.71137, 1.34013, -2.35480], [0.12405, 1.73856, -0.76915], [1.76002, 1.18847, -1.06102], [-0.11588, 2.57505, 1.83684], [-0.17873, 1.63060, 1.66922], [0.77043, 2.55237, 2.18236]], "forces_ev_per_a": [[-0.914, -0.264, -0.862], [0.201, 0.665, 1.431], [0.415, -0.771, -0.705], [-0.289, -0.347, -0.146], [-0.740, 0.542, -1.003], [1.419, 0.843, -1.068], [0.241, 0.140, 0.292], [0.459, -0.100, -0.122], [0.015, 0.110, -0.061], [-0.027, 0.307, 0.153], [0.436, 0.061, 0.463], [-0.333, -0.265, 0.683], [-0.370, -0.230, 0.075], [-0.376, -0.399, 0.333], [-0.071, -0.177, 0.520], [0.025, -0.439, -0.100], [-0.828, -0.409, -0.285], [0.737, 0.734, 0.401]], "lowdin_charge": [-0.02, 0.02, -0.40, 0.06, -0.22, -0.11, 0.07, 0.08, 0.06, 0.06, 0.11, 0.10, 0.07, 0.06, 0.07, -0.05, 0.00, 0.03], "total_energy_ha": -327.04502, "largest_force_ev_per_a": 2.0, "e_above_lowest_kj_mol": 226.6, "orbital_gap_ha": 0.355, "e_homo_ev": -8.86, "lumo_ev": 0.80, "smiles": "C=NC(=C)CC.O"}

{"formula": "C19H24Cl2INO2", "method": "wB97M-V/def2-TZVPD", "symbols": ["C", "C", "C", "C", "C", "C", "C", "C", "N", "C", "C", "C", "C", "O", "C", "C", "C", "C", "I", "C", "C", "O", "H", "H", "H", "H", "H", "H", "H", "H", "H", "H", "H", "H", "H", "H", "H", "H", "H", "H", "H", "H", "H", "H", "Cl", "C", "Cl", "H", "H"], "coordinates": [[2.17030, -4.51107, 0.32609], [1.44398, -3.46503, 1.17632], [-0.04394, -3.41658, 0.87797], [-0.37505, -2.66622, -0.44995], [-0.76882, -1.25248, -0.12840], [-2.09324, -0.90742, 0.13875], [-2.46318, 0.39639, 0.48282], [-3.92272, 0.70631, 0.77555], [-4.79421, -0.47337, 0.64603], [-1.46135, 1.38518, 0.56931], [-0.13223, 1.04485, 0.28241], [0.20599, -0.25950, -0.07100], [0.96032, 2.05776, 0.30406], [2.03936, 1.77628, -0.15531], [0.68792, 3.36112, 0.94989], [1.76191, 4.35680, 1.34864], [3.12556, 4.21974, 0.68494], [3.12259, 4.53773, -0.81471], [4.48967, 5.56428, 1.69386], [-0.58399, 3.65262, 1.22918], [-1.73740, 2.77629, 0.95355], [-2.84860, 3.23801, 1.06494], [1.85662, -4.42479, -0.71180], [1.88618, -5.49822, 0.67868], [3.24667, -4.40001, 0.39309], [1.56355, -3.74950, 2.22219], [1.90163, -2.48376, 1.08031], [-0.46885, -4.41602, 0.81782], [-0.53745, -2.89163, 1.69182], [0.53511, -2.60339, -1.03850], [-1.15677, -3.16849, -1.00194], [-2.84714, -1.67406, 0.08048], [-3.96770, 1.07594, 1.79682], [-4.26237, 1.52472, 0.15361], [-5.36976, -0.37114, -0.17922], [-5.43321, -0.52022, 1.42651], [1.23768, -0.47576, -0.30192], [1.87626, 4.29696, 2.42899], [1.38511, 5.35328, 1.12985], [3.51483, 3.23059, 0.86638], [2.11125, 4.65929, -1.19115], [3.55734, 3.70013, -1.34907], [3.72746, 5.39990, -1.05637], [-0.83514, 4.60426, 1.67274], [-1.71023, -2.80930, -3.85211], [-0.41332, -3.85920, -4.43828], [0.24846, -4.88850, -3.16043], [-0.81310, -4.49597, -5.21777], [0.38400, -3.23678, -4.82565]], "forces_ev_per_a": [[-0.381, 0.415, 0.154], [0.114, -0.673, 0.226], [-0.192, 0.437, -0.517], [0.315, 0.398, 0.989], [0.000, 0.362, -0.217], [0.374, 0.424, 0.056], [0.003, -0.200, -0.148], [0.074, -0.484, 0.169], [0.006, 0.285, -0.072], [0.082, -0.628, -0.161], [-0.342, -0.420, -0.144], [-0.304, 0.318, 0.112], [-0.269, -0.365, 0.382], [0.740, 0.027, -0.307], [-0.233, 0.387, 0.122], [0.162, -0.066, -0.206], [-0.137, 0.200, -0.145], [0.243, -0.521, 0.126], [-0.012, -0.107, 0.102], [0.353, 0.084, -0.062], [0.348, -0.080, -0.065], [-0.755, 0.249, 0.142], [0.162, -0.032, -0.192], [0.063, -0.222, -0.046], [0.180, -0.076, -0.056], [0.092, 0.080, 0.141], [-0.026, 0.220, -0.147], [0.101, -0.223, 0.157], [-0.246, -0.067, 0.126], [0.000, -0.297, -0.384], [-0.089, -0.090, -0.179], [-0.239, -0.003, 0.043], [-0.081, 0.134, 0.112], [0.021, 0.187, -0.127], [0.010, -0.142, -0.041], [0.012, -0.024, 0.048], [0.094, -0.042, -0.047], [0.024, -0.059, 0.131], [-0.111, 0.166, 0.075], [0.264, -0.010, 0.077], [-0.159, 0.169, -0.019], [0.026, -0.160, -0.125], [-0.132, 0.315, -0.060], [-0.145, 0.159, 0.046], [0.009, 0.006, -0.045], [0.008, 0.004, -0.059], [0.005, -0.037, -0.069], [-0.042, -0.028, 0.041], [0.011, 0.029, 0.065]], "lowdin_charge": [-0.10, -0.26, -0.19, -0.18, -0.20, 0.03, -0.10, -0.21, 0.00, -0.05, -0.07, 0.05, -0.28, 0.11, -0.11, -0.23, -0.77, -0.16, 0.80, 0.07, -0.33, 0.10, 0.03, 0.07, 0.07, 0.10, 0.10, 0.11, 0.11, 0.09, 0.07, 0.11, 0.12, 0.11, 0.07, 0.07, 0.12, 0.10, 0.11, 0.06, 0.08, 0.07, 0.03, 0.13, 0.53, -1.00, 0.54, 0.02, 0.03], "total_energy_ha": -2161.70680, "largest_force_ev_per_a": 1.1, "orbital_gap_ha": 0.300, "e_homo_ev": -9.25, "lumo_ev": -1.07, "smiles": "CCCCc1cc(CN)c2c(c1)C(=O)C(C[C@@H](C)I)=CC2=O.ClCCl"}

{"formula": "C7H4", "method": "wB97M-V/def2-TZVPD", "symbols": ["C", "C", "C", "C", "C", "C", "C", "H", "H", "H", "H"], "coordinates": [[-0.16634, 1.67915, -0.04243], [0.64347, 0.60354, -0.19219], [-0.10748, -0.62169, -0.46212], [-1.39770, -0.94025, 0.31591], [-2.08700, 0.23589, 0.66310], [-1.44965, 1.08638, -0.19608], [-1.61223, -0.15960, -1.07054], [0.06638, 2.65092, 0.34570], [1.70414, 0.60515, -0.01331], [0.39472, -1.47872, -0.88937], [-1.64687, -1.93540, 0.63959]], "forces_ev_per_a": [[0.578, 0.095, -0.167], [-0.176, 0.373, -0.031], [-1.578, 0.478, -0.365], [0.530, -0.158, 1.226], [0.319, 1.080, -0.520], [-0.935, -2.063, 0.577], [1.221, 0.277, -0.586], [0.109, 0.131, 0.138], [0.224, 0.060, 0.085], [-0.115, -0.050, -0.122], [-0.174, -0.223, -0.234]], "lowdin_charge": [-0.01, -0.05, -0.14, -0.20, 0.08, -0.16, 0.03, 0.11, 0.11, 0.12, 0.12], "total_energy_ha": -268.83225, "largest_force_ev_per_a": 2.3, "e_above_lowest_kj_mol": 284.0, "orbital_gap_ha": 0.271, "e_homo_ev": -8.04, "lumo_ev": -0.67, "smiles": "C1=C[C@H]2[C@H]3C4=C1[C@@]432"}

{"formula": "C20H38ClN5O6P2", "method": "wB97M-V/def2-TZVPD", "symbols": ["C", "C", "O", "C", "C", "O", "C", "C", "O", "C", "P", "O", "Cl", "C", "N", "C", "C", "C", "O", "P", "C", "O", "H", "H", "H", "H", "H", "H", "H", "H", "H", "H", "H", "H", "H", "H", "H", "H", "H", "H", "H", "H", "H", "H", "H", "H", "H", "H", "C", "C", "N", "H", "H", "H", "C", "C", "N", "H", "H", "H", "C", "C", "N", "H", "H", "H", "C", "C", "N", "H", "H", "H"], "coordinates": [[2.57526, -2.47567, 0.40003], [2.84637, -2.12584, 1.85926], [1.69656, -1.61738, 2.53752], [1.73596, -0.24000, 2.83722], [1.61143, 0.63829, 1.60184], [0.81272, 1.77938, 1.89263], [0.62983, 2.55658, 0.72629], [-0.76667, 2.41030, 0.08160], [-1.46106, 1.25142, 0.52105], [-2.81475, 1.49346, 0.94360], [-2.49008, 2.34126, 2.59122], [-2.24106, 1.08414, 3.58998], [-4.35266, 2.89792, 3.25180], [-3.64339, 0.22342, 0.62905], [-3.80790, 0.17222, -0.85022], [-5.07415, 0.27497, 1.19637], [-5.48721, -0.80480, 2.18469], [-5.13590, -0.71177, 3.64536], [-6.44088, -0.46939, 3.15777], [-2.82652, -1.48021, 0.93412], [-1.74525, -1.64564, -0.52720], [-1.69399, -1.26427, 2.10362], [3.48214, -2.36524, -0.19293], [1.80753, -1.83693, -0.02588], [2.24335, -3.50836, 0.30698], [3.11706, -3.03205, 2.39923], [3.66495, -1.40832, 1.94141], [0.91246, -0.03849, 3.51987], [2.66213, -0.00936, 3.37270], [1.17581, 0.07336, 0.77367], [2.59854, 0.97525, 1.27017], [0.75343, 3.60760, 0.99146], [1.39651, 2.30254, -0.00430], [-0.63155, 2.31043, -1.00023], [-1.35411, 3.30295, 0.28132], [-3.24096, 2.29066, 0.31790], [-1.31039, 0.82774, 3.50309], [-4.55179, 0.80546, -1.12315], [-2.96391, 0.48414, -1.31653], [-5.30726, 1.22410, 1.66695], [-5.75824, 0.14740, 0.35445], [-5.54599, -1.80219, 1.78099], [-4.88216, -1.69609, 4.01237], [-4.53472, 0.16214, 3.83349], [-0.96605, -2.36257, -0.27916], [-1.27301, -0.71366, -0.82321], [-2.34106, -2.00224, -1.36020], [-0.81974, -1.04578, 1.75732], [1.59816, 3.38295, -3.48308], [2.17093, 2.23710, -2.79373], [2.61466, 1.33880, -2.24044], [0.51656, 3.27386, -3.54383], [1.83637, 4.29814, -2.94600], [2.00650, 3.45702, -4.48871], [1.20411, -3.98653, -3.11020], [0.76287, -2.61670, -2.90676], [0.43508, -1.53116, -2.74386], [1.34909, -4.48312, -2.15365], [0.46546, -4.53693, -3.68975], [2.15049, -3.98555, -3.65054], [3.45205, 7.25254, -1.82569], [3.35439, 6.84046, -3.21833], [3.27959, 6.51717, -4.31342], [4.40039, 6.92035, -1.40812], [3.39291, 8.33688, -1.75751], [2.63782, 6.81698, -1.24941], [4.12186, -6.84772, -1.82749], [2.82844, -6.56238, -1.22543], [1.81102, -6.34091, -0.75183], [3.98281, -7.34840, -2.78363], [4.66969, -5.92048, -1.98541], [4.69906, -7.49326, -1.16860]], "forces_ev_per_a": [[0.014, -0.113, 0.059], [-0.241, -0.036, 0.098], [-0.175, -0.043, -0.102], [0.191, -0.114, -0.008], [0.003, 0.143, -0.060], [0.047, -0.077, -0.022], [-0.136, 0.165, 0.096], [0.129, -0.390, -0.237], [0.019, 0.188, 0.008], [-0.152, 0.067, 0.358], [0.211, -0.110, -0.225], [0.099, 0.077, 0.167], [-0.175, 0.080, 0.086], [0.497, 0.093, -0.642], [-0.191, 0.102, 0.119], [-0.621, -0.499, 0.376], [1.106, 0.368, 0.516], [0.698, -0.227, -2.485], [-0.718, -0.015, 0.330], [-0.405, -0.136, 0.026], [-0.096, 0.322, 0.023], [0.290, 0.002, 0.290], [0.056, 0.037, -0.067], [0.001, 0.124, -0.097], [-0.131, -0.044, 0.002], [0.229, 0.003, 0.055], [0.073, 0.045, 0.044], [-0.146, -0.032, -0.010], [0.018, 0.071, 0.078], [-0.157, -0.095, 0.031], [0.055, -0.008, -0.093], [0.084, 0.037, 0.108], [0.064, -0.011, -0.056], [-0.056, 0.148, -0.096], [-0.085, 0.075, 0.010], [-0.119, 0.036, -0.042], [-0.108, -0.164, 0.090], [-0.011, 0.012, -0.035], [0.075, -0.136, 0.007], [0.081, 0.163, -0.089], [-0.016, 0.196, -0.085], [-0.306, -0.209, -0.054], [-0.277, 0.164, 0.863], [-0.026, -0.013, 0.804], [-0.003, -0.206, -0.013], [0.162, 0.000, 0.022], [0.078, -0.185, -0.101], [-0.004, 0.086, -0.029], [-0.068, 0.031, -0.074], [-0.123, 0.193, -0.123], [0.195, -0.273, 0.261], [0.000, -0.003, -0.017], [0.009, 0.021, -0.027], [0.005, 0.037, -0.001], [0.080, -0.063, -0.040], [0.089, -0.047, -0.035], [-0.057, 0.234, -0.050], [-0.095, 0.019, 0.007], [-0.011, -0.011, 0.018], [-0.016, 0.007, -0.029], [0.021, 0.035, 0.074], [0.036, 0.108, 0.286], [-0.065, -0.168, -0.362], [0.001, 0.003, 0.011], [0.000, 0.004, 0.013], [0.000, 0.005, 0.010], [0.080, -0.017, -0.029], [0.340, -0.144, -0.096], [-0.376, 0.097, 0.191], [0.009, -0.005, -0.003], [0.009, 0.000, 0.000], [0.014, -0.002, -0.006]], "lowdin_charge": [-0.06, -0.24, -0.15, -0.18, -0.19, -0.15, -0.18, -0.19, -0.23, -0.45, 0.63, -0.35, 0.29, -0.55, 0.02, -0.15, -0.35, -0.10, -0.04, 0.98, -0.30, -0.32, 0.08, 0.05, 0.06, 0.12, 0.11, 0.12, 0.13, 0.12, 0.13, 0.12, 0.09, 0.12, 0.10, 0.11, 0.03, 0.07, 0.06, 0.06, 0.11, 0.11, 0.11, 0.06, 0.03, 0.01, 0.03, 0.02, -0.07, -0.29, 0.14, 0.08, 0.06, 0.08, -0.06, -0.27, 0.15, 0.03, 0.09, 0.08, -0.07, -0.29, 0.14, 0.08, 0.08, 0.08, -0.06, -0.28, 0.15, 0.08, 0.08, 0.08], "total_energy_ha": -2652.87963, "largest_force_ev_per_a": 2.6, "orbital_gap_ha": 0.292, "e_homo_ev": -7.73, "lumo_ev": 0.21, "smiles": "CCOCCOCCO[C@H](P(O)Cl)[C@](N)(C[C@H]1CO1)P(C)O.CC#N.CC#N.CC#N.CC#N"}

Repeat the first record exactly.
{"formula": "C5H11NO", "method": "wB97M-V/def2-TZVPD", "symbols": ["C", "N", "C", "C", "C", "C", "H", "H", "H", "H", "H", "H", "H", "H", "H", "O", "H", "H"], "coordinates": [[-2.22614, -0.81747, 0.38565], [-1.05739, -0.68357, 0.79357], [0.14810, -0.97234, 0.17156], [1.09948, -1.64785, 0.82260], [0.36357, -0.47759, -1.22644], [0.70996, 1.00048, -1.30807], [-3.07654, -0.51477, 0.99458], [-2.55078, -1.23469, -0.57805], [2.01644, -1.91973, 0.31948], [0.92842, -2.09740, 1.79125], [1.08564, -1.07373, -1.78430], [-0.51203, -0.58650, -1.88527], [0.71137, 1.34013, -2.35480], [0.12405, 1.73856, -0.76915], [1.76002, 1.18847, -1.06102], [-0.11588, 2.57505, 1.83684], [-0.17873, 1.63060, 1.66922], [0.77043, 2.55237, 2.18236]], "forces_ev_per_a": [[-0.914, -0.264, -0.862], [0.201, 0.665, 1.431], [0.415, -0.771, -0.705], [-0.289, -0.347, -0.146], [-0.740, 0.542, -1.003], [1.419, 0.843, -1.068], [0.241, 0.140, 0.292], [0.459, -0.100, -0.122], [0.015, 0.110, -0.061], [-0.027, 0.307, 0.153], [0.436, 0.061, 0.463], [-0.333, -0.265, 0.683], [-0.370, -0.230, 0.075], [-0.376, -0.399, 0.333], [-0.071, -0.177, 0.520], [0.025, -0.439, -0.100], [-0.828, -0.409, -0.285], [0.737, 0.734, 0.401]], "lowdin_charge": [-0.02, 0.02, -0.40, 0.06, -0.22, -0.11, 0.07, 0.08, 0.06, 0.06, 0.11, 0.10, 0.07, 0.06, 0.07, -0.05, 0.00, 0.03], "total_energy_ha": -327.04502, "largest_force_ev_per_a": 2.0, "e_above_lowest_kj_mol": 226.6, "orbital_gap_ha": 0.355, "e_homo_ev": -8.86, "lumo_ev": 0.80, "smiles": "C=NC(=C)CC.O"}